No. 1
Here is a 2-piece molecular cluster, C19H29N2O overall in a non-equilibrium geometry from the OMol25 dataset. Energies are from ωB97M-V/def2-TZVPD.

Cartesian coordinates (Å):
C -2.263 0.014 3.140
N -1.161 -0.017 2.202
C -0.466 -1.298 2.105
C 0.970 -1.217 2.612
O 1.601 -0.047 2.104
C 0.998 1.137 2.614
C -0.426 1.250 2.104
H -2.078 0.761 3.929
H -3.186 0.297 2.611
H -2.405 -0.977 3.590
H -1.048 -2.025 2.683
H -0.450 -1.617 1.049
H 0.963 -1.227 3.723
H 1.569 -2.052 2.211
H 0.997 1.150 3.723
H 1.615 1.953 2.212
H -0.398 1.551 1.047
H -0.997 1.986 2.673
C -8.032 -3.571 -0.222
C -8.048 -2.382 0.732
C -6.693 -2.122 1.381
N -5.572 -2.133 0.428
C -4.534 -1.319 0.639
C -3.332 -1.276 -0.103
C -2.506 -0.152 -0.111
C -1.523 0.103 -1.139
C -1.308 1.429 -1.612
C -0.741 1.647 -2.860
C -0.238 0.570 -3.603
C -0.261 -0.718 -3.056
C -0.871 -0.956 -1.821
C -5.513 -3.264 -0.492
C -6.851 -3.532 -1.184
H -7.997 -4.501 0.357
H -8.961 -3.582 -0.796
H -8.373 -1.482 0.197
H -8.774 -2.557 1.533
H -6.704 -1.148 1.882
H -6.517 -2.896 2.146
H -4.678 -0.582 1.441
H -3.048 -2.129 -0.734
H -2.788 0.709 0.502
H -1.688 2.261 -1.015
H -0.713 2.659 -3.271
H 0.163 0.733 -4.602
H 0.170 -1.559 -3.609
H -0.890 -1.960 -1.391
H -4.743 -3.081 -1.246
H -5.234 -4.170 0.076
H -6.767 -4.486 -1.715
H -7.021 -2.758 -1.940

Largest force on an atom: 1.66 eV Å⁻¹
E_tot: -25193.67503 eV
Net charge: +1
Energy relative to the best compared isomer or geometry (same formula, charge and spin): 82.6 kcal/mol

Partial charges, Mulliken, in e: C -1.09; N 0.38; C -0.28; C -0.71; O -0.41; C -0.68; C -0.43; H 0.37; H 0.37; H 0.29; H 0.48; H -0.07; H 0.33; H 0.36; H 0.33; H 0.38; H -0.02; H 0.58; C -0.66; C -0.69; C -0.60; N 0.22; C 0.24; C -0.18; C -0.52; C 0.53; C -0.27; C -0.79; C -0.30; C -0.84; C -0.06; C -0.36; C -0.82; H 0.32; H 0.32; H 0.32; H 0.34; H 0.36; H 0.31; H 0.13; H 0.15; H 0.55; H 0.34; H 0.39; H 0.40; H 0.39; H 0.33; H 0.28; H 0.26; H 0.35; H 0.35

***

No. 2
Here is a 2-piece molecular cluster, C6H17N2O2Si overall in a non-equilibrium geometry from the OMol25 dataset. Energies are from ωB97M-V/def2-TZVPD.

Cartesian coordinates (Å):
C -0.148 -0.922 -0.313
C 3.978 1.413 -1.647
C 2.648 -0.976 1.269
C -2.829 1.197 -0.254
C -2.768 -1.553 1.395
C -0.537 0.986 1.862
N -0.306 -1.248 -1.514
N 2.211 0.690 -0.235
O 2.589 1.312 -1.351
O 3.053 -0.257 0.109
Si -1.711 -0.025 0.740
H 4.601 2.105 -1.099
H 3.968 1.668 -2.749
H 4.337 0.388 -1.603
H 2.275 -1.946 0.935
H 1.770 -0.477 1.714
H 3.468 -1.073 1.975
H -3.784 1.576 0.187
H -2.225 2.157 -0.169
H -2.945 1.103 -1.337
H -2.422 -1.748 2.339
H -3.792 -1.296 1.491
H -2.803 -2.410 0.748
H 0.239 0.361 2.104
H -0.173 1.819 1.179
H -0.915 1.486 2.710
H 0.483 -1.752 -1.983
H -1.206 -1.400 -2.007

Largest force on an atom: 3.63 eV Å⁻¹
E_tot: -21436.92504 eV
Net charge: +1
Energy relative to the best compared isomer or geometry (same formula, charge and spin): 170.3 kcal/mol

Partial charges, Mulliken, in e: C 0.03; C -0.62; C -0.16; C -1.04; C -1.21; C -0.88; N -0.20; N 0.20; O -0.22; O -0.21; Si 0.46; H 0.29; H 0.27; H 0.33; H 0.26; H -0.09; H 0.32; H 0.35; H 0.26; H 0.37; H 0.36; H 0.39; H 0.39; H 0.07; H 0.26; H 0.44; H 0.29; H 0.27